(1)
Below is a 8-piece molecular cluster, C14H44N4O14 overall, with properties calculated with ωB97M-V with the def2-TZVPD basis set.

```
! wB97M-V def2-TZVPD RIJCOSX def2/J DEFGRID3
* xyz -1 2
O 2.65409 -2.97767 -2.21345
O 2.53365 -4.20520 2.34825
O -2.28947 -2.01293 3.78087
O 1.38532 0.01244 1.27341
O -1.22613 1.09649 0.21375
O 0.65199 -0.07974 4.27453
O -2.19029 6.80242 -2.73633
O 3.57271 -0.72514 -0.70228
O 1.74899 -0.75104 -3.63120
O 2.05242 3.19656 4.83201
O -5.02967 1.63201 0.35876
O -2.92609 -1.52835 0.79187
O -2.54877 4.34755 -1.28650
O 6.01088 0.78987 -0.93237
N -5.16392 -0.16457 -0.93692
N 4.21068 -5.11887 1.27078
N 2.50695 -4.64650 0.08784
N -6.41462 1.50133 -1.42534
C 1.45144 -3.16676 -2.92160
C -5.41484 1.04890 -0.67282
C 3.71672 0.66336 -0.61551
C 1.35826 -2.07138 -4.07091
C 4.84344 1.13496 -1.53335
C 1.25475 2.26418 4.11526
C 3.08849 -4.52386 1.27781
C 1.51601 0.97399 4.79239
C -3.78818 -1.39797 1.94991
C -2.14539 4.40543 -2.66139
C -0.21103 0.44336 -0.42530
C -2.70284 5.60586 -3.33518
C 0.36516 -0.59671 0.48329
C -3.52546 -2.31745 3.17805
H -6.62277 2.48710 -1.35440
H -0.50972 -0.13390 -1.30032
H -2.53517 3.54176 -3.20014
H 6.39351 1.64501 -0.72272
H -3.73526 -0.37003 2.30857
H 3.03994 -4.81444 -0.75348
H 4.69755 0.89128 -2.58570
H -2.10623 3.65245 -0.79397
H 4.66830 -5.32479 2.14729
H 4.59534 -5.32881 0.36079
H 2.57330 -2.29124 -1.54720
H 0.63843 -2.74660 -2.32949
H -2.58149 6.97511 -1.87683
H 0.41416 1.25691 -0.79324
H 2.75662 1.16435 -0.73930
H 2.54208 0.64388 4.63013
H 4.68917 2.21399 -1.53464
H -7.00565 0.89870 -1.97997
H 2.92759 2.82232 4.95702
H 1.68642 -4.15412 -0.23527
H -1.05872 4.33611 -2.71065
H 2.04012 -2.24266 -4.90388
H -4.49283 -0.66921 -0.37561
H 1.43629 1.12885 5.86838
H 1.35772 -4.23612 -3.11069
H -3.77722 5.51911 -3.17304
H -5.83986 -0.70505 -1.45758
H -3.59914 -3.39589 3.03792
H -1.78864 -1.68128 3.03202
H -4.79437 -1.66038 1.62308
H 2.65325 -0.71822 -3.31049
H -2.98911 -2.38871 0.37066
H 1.44096 2.32933 3.04326
H 0.20725 2.51582 4.28112
H -2.43459 5.59378 -4.39159
H 3.91375 0.94903 0.41776
H -1.94203 0.46188 0.29343
H -4.28885 -2.15355 3.93863
H 4.46803 -1.06494 -0.76963
H 0.90273 0.00718 3.35194
H -0.46615 -0.99231 1.06683
H 0.70713 -1.44594 -0.10827
H 0.30060 -2.14860 -4.32289
H 2.17230 -0.00169 0.72380
*
```

Frontier orbital gap (spin up / spin down) (Ha): 0.0592 / 0.3193


(2)
Below is a 10-piece molecular cluster, C14H46BF3O14S overall, with properties calculated with ωB97M-V with the def2-TZVPD basis set.

```
! wB97M-V def2-TZVPD RIJCOSX def2/J DEFGRID3
* xyz 0 1
S 1.53168 0.95575 -3.56357
F 0.60421 3.41677 3.71417
F 2.85458 2.59028 3.41095
F 2.32039 4.79621 2.61544
O 0.93359 3.90594 0.35213
O -1.03442 -0.39888 -6.31452
O 0.21136 1.67707 -2.69077
O -2.71942 -3.89848 2.10045
O 6.40993 1.36055 7.47271
O -1.48219 1.81880 5.86710
O -8.30453 -0.96021 -4.85252
O 6.83201 -2.08982 4.53636
O -3.93795 -2.36264 -4.71012
O 0.78921 -0.80922 -9.45452
O 1.02977 0.38858 -5.08987
O 3.04113 4.13924 6.16004
O -0.91692 -1.24895 -0.37566
O 2.00950 -0.23219 -2.63974
C 3.66093 3.36561 7.17078
C -5.08550 -2.91669 -5.32688
C 6.84686 1.09208 6.15314
C -0.86433 -1.16453 -3.74902
C 1.76839 3.42399 2.78203
C -1.84301 -2.31831 -0.32015
C -1.90974 2.89324 6.68382
C -7.76659 0.14621 -4.15202
C 1.32130 2.83164 1.28687
C 5.90592 -3.15917 4.59187
C 0.89100 2.77560 -1.93250
C -0.00183 3.36780 -0.69084
C -0.10902 -1.20574 -10.47442
C -3.54383 -5.04938 2.09608
B -0.24383 -0.35031 -5.03366
H 7.69392 -2.47030 4.29607
H 0.43912 2.07812 1.50651
H -1.78082 -1.81532 -4.14993
H -7.85689 1.03912 -4.77494
H 1.88783 2.30107 -1.48482
H 3.34973 3.79304 5.30545
H 7.88607 1.41085 6.04046
H -0.77282 2.61627 -0.22883
H -2.84993 2.61925 7.16799
H -0.05501 -1.62943 -0.61595
H 0.26780 -0.87024 -11.44380
H -3.17368 -3.22349 2.63283
H 1.19269 3.62641 -2.70289
H 1.64447 -1.22955 -9.64755
H -1.52342 -3.03949 0.43601
H -1.08350 -0.74889 -10.28700
H -6.71190 -0.03762 -3.93324
H 4.92322 -2.76458 4.86029
H -1.90179 -2.80182 -1.29843
H 6.21987 1.64701 5.45144
H -1.15441 3.09468 7.44747
H -2.06549 3.78159 6.06689
H 6.75864 0.02211 5.94967
H -4.51126 -4.80410 1.65115
H 4.74637 3.46389 7.09212
H 6.22551 -3.88036 5.34804
H -3.06068 -5.83029 1.50431
H -0.06668 -1.91351 -3.33393
H -1.23811 -0.49584 -2.86392
H -8.21059 -1.73704 -4.27535
H -8.32195 0.29530 -3.22272
H -3.68132 -5.40416 3.12052
H -5.70571 -2.11368 -5.73281
H -0.29837 -0.53616 -7.01037
H -0.64651 2.09088 5.45115
H 3.37012 2.31813 7.05904
H 3.33422 3.72980 8.14754
H -3.45159 -1.87532 -5.39669
H -4.77880 -3.59467 -6.12707
H -5.65667 -3.47295 -4.58002
H 2.24959 2.26303 0.83248
H -0.21177 -2.29360 -10.46810
H -0.62409 4.32240 -1.04653
H 6.98451 0.85504 8.07248
H 5.84714 -3.64269 3.61360
H -2.82571 -1.92372 -0.05174
*
```

Frontier orbital gap (Ha): 0.3688


(3)
Below is C14H46BKO14 as an isolated structure, with properties calculated with ωB97M-V with the def2-TZVPD basis set.

```
! wB97M-V def2-TZVPD RIJCOSX def2/J DEFGRID3
* xyz 0 1
K -10.85373 15.54298 19.68520
O -5.62557 20.94304 20.01324
O -7.51480 16.86781 14.08052
O -6.46713 13.92620 22.16471
O -7.20196 12.84730 15.99710
O -7.54124 13.15124 18.81444
O -6.01413 18.35456 23.43005
O -9.68694 21.16504 19.71211
O -3.50029 13.16744 21.83574
O -4.14174 18.78558 21.30933
O -7.08612 12.87507 24.76861
O -4.42456 15.32658 19.60783
O -6.29011 18.10975 16.72656
O -9.45716 18.30756 19.36444
O -9.07107 16.36614 23.77107
C -10.78140 20.30774 19.93059
C -6.70796 16.75988 16.42541
C -8.21200 17.48900 23.89050
C -6.28818 12.81893 18.16962
C -4.98386 18.61512 20.20242
C -7.70764 12.44118 23.57373
C -6.51731 16.39223 14.96000
C -6.76786 17.16876 23.48206
C -6.59998 11.97575 16.95716
C -3.74136 15.44173 20.86378
C -6.14185 19.60685 20.02926
C -6.78170 12.54960 22.37610
C -2.88691 14.22673 21.06930
C -10.29741 18.92059 20.34997
B -8.04247 15.82798 20.34781
H -4.38764 18.76781 19.29761
H -5.55420 18.51175 24.25983
H -5.81389 12.28307 19.00424
H -5.64705 13.65644 17.89372
H -8.13235 11.44295 23.66626
H -11.15047 18.24518 20.44590
H -5.72574 11.52480 16.48961
H -8.48622 13.17946 23.34956
H -7.76989 16.78867 16.67071
H -9.82333 19.08369 21.31983
H -6.88734 15.75860 20.40056
H -1.96814 14.44914 21.62986
H -6.08546 16.04175 16.95380
H -7.27322 13.80096 24.93214
H -8.75535 18.01714 19.96566
H -2.41056 13.80653 20.18186
H -8.18807 17.88630 24.90640
H -4.84892 21.03456 19.45979
H -6.56998 15.29282 14.99245
H -8.00497 13.21591 16.37751
H -11.35271 20.67946 20.79086
H -3.27593 16.39786 21.13567
H -8.32412 14.77350 20.67772
H -6.88714 18.72752 16.29708
H -8.91946 15.98677 22.89827
H -5.34419 15.61054 19.69061
H -5.35672 17.58724 20.09492
H -6.95874 19.57573 20.75024
H -6.58546 19.50448 19.03327
H -6.33130 16.37543 24.09320
H -8.52809 16.61230 21.01017
H -11.39134 20.32430 19.02126
H -5.49875 16.57434 14.60491
H -7.12213 17.56999 13.55549
H -7.37902 13.79533 19.50747
H -6.99454 14.27700 21.43020
H -5.86221 12.00682 22.61548
H -6.87636 16.74411 22.47963
H -8.59599 18.27654 23.23668
H -7.22246 12.14676 21.46042
H -8.25220 16.05127 19.25188
H -9.81371 22.06298 20.01511
H -7.28610 11.14161 17.14111
H -4.31975 13.52823 22.19505
H -4.53287 15.53035 21.62458
H -4.70099 18.80033 22.10302
*
```

Relative energy (zero: lowest compared OMol25 entry of this formula, charge and spin) (kcal/mol): 64.6
Frontier orbital gap (Ha): 0.2884


(4)
Below is a 9-piece molecular cluster, C14H46N4O9 overall, with properties calculated with ωB97M-V with the def2-TZVPD basis set.

```
! wB97M-V def2-TZVPD RIJCOSX def2/J DEFGRID3
* xyz 0 1
O 0.83014 0.71691 0.23460
O 5.22092 -4.20231 -2.44236
O -0.83260 5.30890 -1.10174
O -1.48414 -0.94986 0.98686
O 1.94932 -0.70400 -2.05445
O 4.83770 -0.36692 -0.26847
O -2.69024 2.57335 0.92131
O -4.78737 1.00619 3.94383
O 0.43062 -2.63391 -0.26386
N 3.63712 -3.26189 -1.20480
N 4.50396 -2.07497 -2.94727
N -2.68792 0.60423 3.31842
N -4.20065 -1.19746 3.52121
C -0.59332 3.05646 -1.82200
C -3.97011 0.16045 3.67287
C 0.98291 -4.69261 0.87820
C -2.74870 -0.94691 -1.10096
C 0.56635 1.80905 1.08775
C -4.32466 4.22257 1.32913
C 1.11713 -0.21866 -3.08560
C 4.50302 -3.23603 -2.23448
C -0.87316 4.47548 -2.24582
C 3.93327 -1.20574 1.75430
C 5.13254 -0.51938 1.13099
C 0.53544 -4.02747 -0.38364
C -3.72282 3.27266 0.25292
C -2.85484 -0.79813 0.41938
H -0.44970 -4.35710 -0.69520
H -1.54968 2.67546 -1.50177
H 3.00847 -0.77124 1.27416
H -0.37942 6.14793 -1.17548
H -5.04831 4.95577 0.96972
H -3.08385 0.27497 0.61394
H 3.81291 -2.28241 1.49304
H 3.74553 -1.37626 -2.76498
H -3.51375 -1.87316 3.28682
H -3.52289 -1.55062 0.83040
H 1.28024 2.61925 0.88074
H -2.00110 -0.01587 2.94438
H -3.69273 -0.96325 -1.62919
H 3.68951 -4.09355 -0.61574
H -0.23697 4.92459 -3.03189
H -4.82058 3.60634 2.08925
H 1.14843 -5.75168 0.60356
H 6.08870 -1.02816 1.20801
H -0.36698 2.45424 -2.72647
H -3.16338 2.03201 1.56028
H 1.25094 -4.13215 -1.21292
H -2.11781 -1.75163 -1.33792
H 5.03325 -2.19760 -3.76390
H 0.17399 -4.74875 1.65977
H 1.87965 -0.16202 -1.27713
H 1.92706 -4.26738 1.17990
H -2.60313 1.59777 3.26632
H -0.99646 -1.66376 0.46928
H 5.26287 0.46036 1.58312
H 1.43350 0.79777 -3.35842
H 0.63016 1.50978 2.14338
H 0.11681 -0.28858 -2.86669
H 1.32823 -0.81919 -4.02136
H -3.52638 4.80876 1.82533
H 0.01810 0.18584 0.32969
H -3.19684 3.80665 -0.49597
H 5.68580 -0.10033 -0.64460
H 3.81121 -1.00720 2.79077
H -2.17290 -0.09140 -1.45257
H 3.47472 -2.44438 -0.62485
H 0.20905 3.01956 -1.10221
H -5.17401 -1.52440 3.71038
H -0.39941 2.17491 0.91167
H -1.92732 4.59849 -2.55276
H -4.45773 2.60506 -0.21756
H 0.98226 -2.16343 -0.85067
*
```

SMILES: NC(N)=O.NC(N)=O.CCO.CCO.CCO.CCO.CCO.CO.CO
Relative energy (zero: lowest compared OMol25 entry of this formula, charge and spin) (kcal/mol): 62.1
Frontier orbital gap (Ha): 0.3641


(5)
Below is a 10-piece molecular cluster, C14H48F6NO8P overall, with properties calculated with ωB97M-V with the def2-TZVPD basis set.

```
! wB97M-V def2-TZVPD RIJCOSX def2/J DEFGRID3
* xyz 0 1
P 0.70016 0.09153 -0.42134
F 1.16681 -1.33384 -1.05567
F 0.34323 1.55350 0.17831
F 0.40274 -0.62671 1.00821
F 2.24690 0.30813 0.10118
F 1.04701 0.77260 -1.85097
F -0.81908 -0.07855 -0.87802
O 4.67260 -2.07248 1.18906
O -3.00252 -3.47934 0.61101
O 2.93150 2.82219 -1.17329
O 3.56987 1.21159 -3.04868
O 2.67500 -3.03676 -2.54259
O -4.83898 -2.19994 -1.20799
O -1.76409 2.47064 -2.26025
O 1.46187 0.87668 2.89224
N 3.04156 2.71360 1.51084
C -4.09946 -0.98023 -1.39094
C -3.44875 4.11817 -1.54801
C 3.52494 -2.32706 -3.41190
C -1.20748 -4.35964 -0.75979
C 0.64801 0.86778 4.06961
C 3.32757 -2.11677 1.64590
C -5.18684 0.08067 -1.57938
C -0.96794 4.69421 -1.67400
C -1.58155 -3.37371 0.32808
C 1.23058 1.87608 5.05997
C -2.01121 3.59338 -1.44207
C -3.13322 -1.10181 -2.55839
C 0.57166 -0.54403 4.63668
C -0.86163 -3.67684 1.63151
H 3.08275 -1.17424 2.13690
H 2.25159 2.05673 1.60452
H 0.02327 4.29491 -1.46176
H 0.11350 -1.23175 3.92174
H -1.16303 5.52253 -0.98744
H -1.16389 1.84906 -1.83641
H 3.91525 2.23876 1.72076
H -5.87755 0.10718 -0.73915
H -0.09219 -0.60394 5.50243
H 0.11190 -3.19294 1.74681
H -0.94860 5.10287 -2.68503
H -5.78725 -0.08594 -2.47547
H 2.65048 -2.23265 0.79609
H -3.55834 -0.72724 -0.47038
H -1.45914 -2.35582 -0.04908
H -0.19809 -4.18670 -1.13477
H -4.69841 1.05506 -1.69069
H -0.31490 1.24916 3.70633
H -1.26784 -5.39949 -0.43975
H 2.10198 -2.43906 -2.03798
H -1.88613 3.27627 -0.39861
H -2.30841 -1.77216 -2.31749
H 2.92587 3.54295 2.08477
H -3.62051 4.73978 -0.66887
H -1.90108 -4.19679 -1.58807
H -0.62555 -4.74046 1.71309
H 3.20369 3.37020 -1.91897
H 1.38294 2.81465 4.52338
H 2.18265 1.55048 5.48143
H -4.26425 -2.73392 -0.63565
H 2.18210 2.30111 -1.50568
H 3.83403 -2.97083 -4.23432
H -2.67667 -0.13167 -2.77006
H 3.08034 0.78477 -2.32814
H -3.68399 -1.41282 -3.44553
H -4.20701 3.34119 -1.59482
H -1.46657 -3.43018 2.50710
H 3.16480 -2.98488 2.27903
H 0.54721 2.04294 5.89166
H -3.52175 4.75319 -2.43331
H 3.05694 2.99102 0.49215
H 1.56277 -0.88598 4.93196
H 4.78327 -1.32017 0.60502
H 1.18707 0.11684 2.34024
H 4.37906 -1.91530 -2.86434
H 4.48136 0.92396 -2.93295
H 2.98806 -1.50547 -3.89714
H -3.14100 -3.13824 1.49711
*
```

Frontier orbital gap (Ha): 0.3147


(6)
Below is C14H48N6O11 as an isolated structure, with properties calculated with ωB97M-V with the def2-TZVPD basis set.

```
! wB97M-V def2-TZVPD RIJCOSX def2/J DEFGRID3
* xyz 0 1
O 2.44096 -1.29101 -0.91182
O 0.52291 -1.68329 1.75699
O 4.60678 0.92459 -2.00817
O -4.31095 -0.40139 -3.16389
O 2.06940 -3.02395 0.84172
O -0.38796 0.14963 -1.67249
O 0.55159 -1.37903 -0.33704
O 1.30398 1.66194 -0.01504
O -0.26825 -2.83489 -2.14100
O -1.90353 -0.49869 0.12961
O -0.76836 3.95241 5.67838
N 4.22187 -0.00128 -0.22604
N -2.09462 -2.03061 -2.44143
N 2.93926 1.89500 -3.24398
N 3.47333 -1.59873 0.99532
N 0.59150 2.32256 2.71093
N 2.63551 0.03655 -2.25633
C 3.48356 1.02609 -2.41079
C 0.54848 0.91252 2.29752
C 2.01668 1.39592 -1.22792
C -2.82748 -2.26811 -3.60117
C -3.40245 -0.96884 -4.09010
C 1.43503 0.68452 1.03581
C -5.66578 -0.85646 -3.26926
C -0.96291 5.26742 6.14926
C -1.33720 -0.21177 1.37094
C -0.25376 2.58814 3.84448
C 3.33402 -0.97313 -0.12100
C 0.09901 3.91309 4.61374
C -2.07954 -1.89815 -0.02333
C -2.87114 -2.32384 -1.30109
H -5.78158 -1.87562 -2.90048
H 0.21687 -2.42271 2.28220
H 3.10379 1.35460 -1.16009
H 5.01862 -0.02035 0.39438
H 2.18631 -3.91703 1.16569
H 1.10622 -0.25692 0.59571
H 0.18592 -2.47558 -1.37887
H 0.44766 2.98099 1.95868
H 1.69938 0.01087 -2.63462
H 2.95568 -0.65971 -1.59844
H -1.37802 5.17812 7.15316
H -1.85853 -0.64238 2.22586
H -1.26504 0.18956 -1.29123
H -3.82498 -1.08612 -5.08800
H 0.11578 -0.38641 -1.06001
H -1.17163 -2.53289 -2.04646
H -2.69180 -2.31269 0.77754
H 2.50611 0.69281 1.23785
H -0.26751 4.68018 3.93158
H 2.03908 -3.11613 -0.11055
H 0.63574 -1.81844 0.50916
H -1.25703 2.87377 3.52830
H -2.59404 -0.26523 -4.28886
H 1.45276 -1.19793 -0.60409
H 0.68934 0.11884 3.03124
H 4.26219 0.30916 -1.18630
H -6.15514 -0.83626 -4.24302
H -1.68106 5.86458 5.58731
H 1.37595 -1.96213 1.42412
H 3.50681 2.52562 -3.79199
H -1.34627 0.87592 1.44138
H 1.92996 1.86321 -3.26421
H -3.01462 -3.39472 -1.15718
H -0.07063 5.87590 6.29647
H -2.27458 -2.74438 -4.41085
H -3.51945 -3.09456 -3.43917
H 2.92376 -2.44578 0.97180
H -0.37259 1.67846 4.43308
H 1.63827 0.44415 -1.60080
H -0.31288 -0.58433 1.37873
H -6.20261 -0.24899 -2.54064
H -1.13081 -2.42300 -0.13539
H 1.65854 2.22556 -1.83745
H -3.76741 -1.70647 -1.24066
H 4.34782 -1.48606 1.48796
H -0.45044 0.66625 1.93750
H -1.92145 -1.03630 -2.47990
H 1.16758 4.05337 4.77677
*
```

Relative energy (zero: lowest compared OMol25 entry of this formula, charge and spin) (kcal/mol): 790.0
Frontier orbital gap (Ha): 0.1896